[1]
ORCA calculation (ωB97M-V with the def2-TZVPD basis set) on a cluster of 9 separate species, C17H52N4O9 in total.

Output
gap between HOMO and LUMO: 8.8651 eV
charge: 0
energy above the lowest of the compared OMol25 structures with the same formula, charge and spin: 7.518 eV

Each line ends with the Löwdin charge.
CARTESIAN COORDINATES (ANGSTROEM)
N  -2.5639  -0.9382  3.2118  0.16
C  -1.5490  -1.3543  2.5115  -0.64
N  -1.3381  -2.6219  2.5572  0.19
O  -0.9108  -0.5153  1.6963  -0.08
H  -2.6427  0.1311  3.3615  0.11
H  -3.3868  -1.5082  3.6072  0.17
H  -0.8086  -3.1231  1.8448  0.10
H  -2.0613  -3.2498  2.9767  0.15
N  1.3050  -1.4750  -1.5774  0.15
C  1.1500  -1.8528  -2.8459  -0.57
N  1.5239  -3.0832  -3.0697  0.17
O  0.4081  -1.1177  -3.7628  -0.10
H  0.7626  -0.7126  -1.1718  0.07
H  2.1708  -1.8806  -1.1698  0.15
H  1.4618  -3.3194  -3.9967  0.08
H  1.7222  -3.8173  -2.3424  0.14
C  1.1026  2.0141  -2.9030  -0.04
C  2.4062  1.4271  -3.2483  -0.66
C  2.5391  1.2539  -4.7888  -0.04
O  3.3952  2.0533  -2.8363  0.01
H  1.1431  2.2925  -1.8862  0.03
H  0.2822  1.2531  -2.9168  0.08
H  0.8634  2.9008  -3.4187  0.08
H  2.5718  0.4265  -2.8167  0.12
H  1.6402  0.9182  -5.2777  0.05
H  3.3990  0.5669  -5.1086  0.10
H  2.6249  2.2011  -5.3076  0.06
H  3.5684  1.8303  -1.9065  0.06
C  -0.7788  -5.2058  -1.4417  -0.02
C  -0.9491  -3.8007  -0.9106  -0.66
C  -2.2921  -3.5688  -0.1973  -0.04
O  -0.0793  -3.3984  -0.1541  0.01
H  -1.7170  -5.4845  -1.9725  0.09
H  -0.6746  -5.9151  -0.6687  0.07
H  0.0115  -5.1393  -2.1949  0.06
H  -0.9435  -3.0463  -1.7482  0.15
H  -2.3810  -4.2206  0.7039  0.09
H  -3.1011  -3.9618  -0.7971  0.07
H  -2.5024  -2.5342  0.0336  0.06
H  0.4695  -2.8266  -0.6257  0.02
C  -4.2167  1.6521  1.8122  -0.03
C  -3.4055  2.4349  2.7877  -0.67
C  -4.1821  3.4032  3.7022  -0.05
O  -2.8400  1.8550  3.6864  -0.01
H  -4.9971  0.9661  2.2377  0.10
H  -3.4840  0.9716  1.4067  0.05
H  -4.6898  2.2415  1.0215  0.10
H  -2.7755  3.0210  2.1226  0.14
H  -4.8954  2.8753  4.4041  0.11
H  -4.7863  4.1594  3.2568  0.05
H  -3.5657  4.1163  4.2720  0.08
H  -2.1168  2.4062  4.0668  0.18
C  4.5643  1.3272  1.7928  -0.04
C  3.7262  0.8892  0.6183  -0.61
C  2.2101  1.2878  0.5983  0.02
O  4.1556  1.1680  -0.5092  0.01
H  4.0473  1.0805  2.7397  0.07
H  4.7622  2.4086  1.8511  0.08
H  5.5712  0.8056  1.8712  0.10
H  3.6623  -0.1929  0.8389  0.13
H  2.0188  2.3179  0.5771  0.08
H  1.8094  0.9544  1.4663  0.04
H  1.7836  0.8682  -0.2357  0.03
H  5.0988  0.8427  -0.5680  0.18
C  1.8548  -1.4643  2.9571  -0.13
O  1.7238  -1.5102  1.5429  -0.15
H  2.6178  -0.6695  3.1421  0.08
H  2.0759  -2.3724  3.4807  0.07
H  0.9651  -1.0259  3.3410  0.06
H  0.7913  -1.2849  1.4905  0.01
C  -0.6342  4.3442  -0.9272  -0.15
O  -0.9069  3.2358  -0.0870  -0.13
H  -0.9322  5.3435  -0.4802  0.10
H  -1.1883  4.2724  -1.8213  0.06
H  0.4012  4.2322  -1.1243  0.05
H  -0.7492  2.4604  -0.6102  0.01
C  -1.7961  0.2121  -1.3198  -0.11
O  -0.5453  0.3649  -0.6801  -0.20
H  -2.5767  0.9776  -1.1030  0.10
H  -2.0388  -0.7886  -0.9462  0.07
H  -1.6574  0.0350  -2.3709  0.07
H  -0.7010  0.1801  0.2560  0.02

[2]
ORCA calculation (ωB97M-V with the def2-TZVPD basis set) on a cluster of 2 separate species, C12H25FN3O5 in total.

Output
gap between HOMO and LUMO: 8.1983 eV
charge: +1

Each line ends with the natural charge from an NBO analysis.
CARTESIAN COORDINATES (ANGSTROEM)
C  -1.4626  -1.2305  -0.4003  -0.63
C  -1.0437  0.1983  -0.6456  0.10
O  -0.9673  0.3823  -2.0718  -0.72
C  -2.0222  1.2240  -0.0937  -0.25
N  -2.3340  1.0532  1.3299  -0.62
C  -1.5854  1.9009  2.2499  -0.25
C  -0.3467  1.2153  2.8023  -0.08
O  0.7806  1.2342  1.9124  -0.56
C  1.5264  2.4248  1.8758  0.22
C  2.9728  2.0152  2.1641  -0.29
N  3.6332  1.3430  1.0012  0.06
F  3.7239  -0.0112  1.2340  -0.16
C  2.9502  1.5702  -0.3086  -0.26
C  2.4920  3.0162  -0.3134  -0.25
N  1.3660  3.0969  0.6018  -0.63
H  -0.7231  -1.8861  -0.8618  0.21
H  -1.4876  -1.4676  0.6600  0.23
H  -2.4179  -1.4612  -0.8665  0.23
H  -0.0399  0.3431  -0.2309  0.14
H  -0.4071  1.1345  -2.2544  0.46
H  -2.9409  1.1039  -0.6688  0.21
H  -1.6413  2.2340  -0.3025  0.16
H  -3.3075  1.2974  1.4428  0.37
H  -1.3209  2.8741  1.8102  0.16
H  -2.2264  2.1095  3.1085  0.22
H  -0.5876  0.1605  2.9197  0.22
H  -0.0627  1.6283  3.7740  0.17
H  1.2148  3.0865  2.6874  0.21
H  3.6036  2.8315  2.5115  0.24
H  2.9457  1.2713  2.9577  0.28
H  4.6048  1.6555  0.9280  0.43
H  3.6530  1.3275  -1.0998  0.25
H  2.0840  0.9102  -0.3311  0.27
H  3.3232  3.6888  -0.0632  0.18
H  2.1444  3.2399  -1.3203  0.25
H  1.0114  4.0364  0.7016  0.40
C  -1.4153  -4.2670  -3.3334  -0.10
C  -1.6179  -5.7681  -3.2448  -0.10
O  -1.7513  -5.9704  -1.8340  -0.49
C  -2.1670  -4.8130  -1.2714  0.97
O  -2.5223  -4.6898  -0.1463  -0.57
O  -2.1092  -3.8010  -2.1723  -0.50
H  -1.8421  -3.8192  -4.2263  0.21
H  -0.3645  -3.9822  -3.2517  0.18
H  -2.5360  -6.0948  -3.7348  0.19
H  -0.7800  -6.3455  -3.6251  0.21

[3]
ORCA calculation (ωB97M-V with the def2-TZVPD basis set) on a structure of composition C29H41F5P2SSn.

Output
gap between HOMO and LUMO (spin up / spin down): 5.9473 / 5.9783 eV
charge: +2
energy above the lowest of the compared OMol25 structures with the same formula, charge and spin: 0.000 eV

Each line ends with the Löwdin charge.
CARTESIAN COORDINATES (ANGSTROEM)
Sn  -0.6804  -2.4396  -2.9412  1.06
C  -1.5635  2.6491  2.4299  -0.11
C  -0.6406  3.1297  1.4574  -0.11
C  -2.5944  2.5960  0.3798  -0.12
C  -2.7848  2.3761  1.7646  -0.11
C  -1.2756  3.0843  0.1868  -0.14
C  -1.3115  2.5272  3.8756  0.01
H  -0.3188  2.1011  4.0721  0.07
H  -2.0568  1.8686  4.3386  0.10
H  -1.3702  3.5057  4.3784  0.13
C  -4.0489  1.9715  2.4039  0.02
H  -4.0224  2.1489  3.4814  0.10
H  -4.2483  0.9079  2.2428  0.08
H  -4.8904  2.5263  1.9771  0.11
C  -3.6063  2.3728  -0.6769  0.02
H  -4.5989  2.6777  -0.3274  0.11
H  -3.6698  1.3124  -0.9490  0.08
H  -3.3660  2.9311  -1.5867  0.09
C  -0.6939  3.5681  -1.0783  0.01
H  -0.6388  4.6701  -1.0935  0.12
H  -1.3043  3.2529  -1.9331  0.09
H  0.3266  3.1870  -1.2186  0.09
C  0.7309  3.6067  1.7154  0.02
H  0.9359  4.5421  1.1719  0.11
H  1.4757  2.8700  1.3706  0.07
H  0.8968  3.7718  2.7873  0.10
C  0.4422  -0.4617  2.6456  -0.10
C  1.2161  0.1326  3.5594  -0.12
C  2.6096  0.6507  3.4330  -0.17
C  3.3914  0.3382  2.1215  -0.18
C  2.8929  1.0700  0.9114  -0.11
C  1.8976  0.7637  0.0457  -0.14
C  0.8436  -0.2783  0.1596  -0.23
C  0.8752  -1.1819  1.4021  -0.21
H  3.2054  0.2587  4.2788  0.13
H  3.4700  -0.7383  1.9525  0.09
H  2.6119  1.7532  3.5617  0.12
H  1.8513  -1.6813  1.5126  0.08
H  -0.6352  -0.5082  2.8280  0.10
H  0.8029  0.2547  4.5791  0.12
H  0.1188  -1.9873  1.2397  0.12
H  -0.1443  0.2160  0.1077  0.11
H  1.8103  1.3781  -0.8592  0.09
H  0.8923  -0.9300  -0.7307  0.01
H  4.4140  0.7061  2.2739  0.12
H  3.4608  1.9821  0.6852  0.12
P  2.4692  -3.1184  -0.9532  0.82
C  2.9127  -4.8259  -0.4226  -0.28
C  4.1578  -2.3870  -0.5770  -0.26
P  1.8864  -1.9473  -3.6723  0.61
C  2.6744  -3.3382  -2.7427  -0.61
C  3.0739  -0.5816  -3.4146  -0.25
C  2.4134  -2.4947  -5.3276  -0.26
H  2.2239  -5.5312  -0.9024  0.04
H  2.7951  -4.9103  0.6658  0.05
H  3.9441  -5.0897  -0.6886  0.05
H  4.9543  -3.0272  -0.9917  0.05
H  4.3093  -2.3223  0.5087  0.04
H  4.2655  -1.3767  -0.9883  0.02
H  3.3859  -2.9999  -5.2577  0.07
H  2.4885  -1.6249  -5.9854  0.06
H  1.6685  -3.1927  -5.7237  0.05
H  2.1722  -4.2724  -3.0312  0.06
H  3.7442  -3.4074  -3.0211  0.08
H  3.1203  0.0118  -4.3421  0.06
H  4.0931  -0.9486  -3.2014  0.06
H  2.7594  0.0861  -2.6036  0.02
F  -5.9535  -0.3103  1.4351  0.11
C  -5.3336  -0.6311  0.2695  -0.12
C  -3.9903  -0.9936  0.2765  -0.15
F  -3.2502  -1.0533  1.4174  0.10
C  -3.4016  -1.3292  -0.9229  -0.24
F  -2.1353  -1.8818  -0.8384  -0.11
C  -4.0245  -1.2497  -2.1769  -0.53
S  -3.0634  -1.5162  -3.6165  0.54
C  -5.4219  -0.9960  -2.1179  -0.18
F  -6.2136  -1.2031  -3.1976  0.11
C  -6.0538  -0.6451  -0.9230  -0.10
F  -7.3782  -0.3448  -0.8690  0.13

[4]
ORCA calculation (ωB97M-V with the def2-TZVPD basis set) on a cluster of 15 separate species, C36H109N23O15 in total.

Output
gap between HOMO and LUMO: 9.4850 eV
charge: 0
energy above the lowest of the compared OMol25 structures with the same formula, charge and spin: 1.226 eV

Each line ends with the Löwdin charge.
CARTESIAN COORDINATES (ANGSTROEM)
C  -4.1604  0.0481  -4.8292  -0.06
C  -3.3441  -1.0603  -5.4866  -0.42
C  -1.8254  -0.6901  -5.4008  -0.21
O  -1.6011  0.5029  -6.1183  -0.18
C  -0.3448  1.0841  -5.7658  -0.11
N  -3.4575  -2.3112  -4.7503  0.05
H  -5.2568  -0.1153  -4.8995  0.09
H  -4.0391  0.9935  -5.3244  0.06
H  -3.9563  0.0946  -3.7480  0.06
H  -3.6117  -1.0891  -6.5234  0.12
H  -1.2758  -1.5776  -5.7408  0.13
H  -1.7190  -0.4360  -4.3677  0.08
H  0.4639  0.4443  -6.1247  0.08
H  -0.2351  1.2810  -4.6764  0.08
H  -0.1165  2.0768  -6.2156  0.09
H  -4.4126  -2.6209  -4.4626  0.08
H  -2.9548  -2.9810  -5.3146  0.06
C  -2.3153  3.7408  -4.4979  -0.08
C  -2.7819  3.7240  -3.0957  -0.45
C  -2.1901  4.9468  -2.4049  -0.26
O  -2.5422  5.1141  -1.0802  -0.18
C  -1.8411  6.1798  -0.4352  -0.07
N  -4.2600  3.7070  -3.0477  0.06
H  -1.2389  3.8714  -4.6495  0.08
H  -2.7973  4.5272  -5.1235  0.10
H  -2.4916  2.7403  -4.9029  0.06
H  -2.3941  2.7970  -2.6856  0.12
H  -2.5514  5.8472  -2.9674  0.14
H  -1.1408  4.9436  -2.5658  0.10
H  -2.2757  7.1034  -0.7882  0.09
H  -0.8063  6.1682  -0.6877  0.06
H  -1.9782  6.0836  0.6414  0.09
H  -4.4774  3.6615  -2.0699  0.05
H  -4.5226  4.6920  -3.2367  0.09
C  -7.4752  -0.1302  2.9505  -0.06
C  -7.5509  -0.5419  1.4640  -0.42
C  -6.5799  0.2489  0.5889  -0.18
O  -6.7229  -0.1756  -0.7628  -0.20
C  -5.8142  0.1760  -1.7034  -0.15
N  -7.2051  -1.9519  1.2551  0.05
H  -8.1820  -0.6887  3.5515  0.07
H  -7.7916  0.9243  2.9644  0.08
H  -6.4634  -0.2067  3.3756  0.07
H  -8.6004  -0.3990  1.2360  0.13
H  -5.5199  -0.0056  0.8885  0.11
H  -6.7261  1.3423  0.7277  0.13
H  -5.9890  1.1689  -2.0150  0.07
H  -5.8749  -0.6248  -2.5379  0.12
H  -4.8019  0.1307  -1.2851  0.07
H  -7.8684  -2.5076  1.7617  0.07
H  -7.1787  -2.2810  0.3177  0.05
C  2.7198  2.5784  6.3743  -0.04
C  4.0701  2.5486  5.6470  -0.44
C  4.0890  3.4824  4.4599  -0.17
O  3.3731  2.8708  3.3481  -0.22
C  4.2881  2.0869  2.6360  -0.13
N  5.1610  2.9491  6.4969  0.05
H  1.9693  2.1384  5.7255  0.06
H  2.2916  3.5323  6.5371  0.06
H  2.7838  1.9802  7.2828  0.08
H  4.2046  1.4933  5.2790  0.14
H  5.0946  3.6272  4.1589  0.10
H  3.5833  4.4104  4.6400  0.13
H  4.7451  1.3340  3.2580  0.08
H  5.0728  2.7269  2.1879  0.09
H  3.9311  1.6254  1.7198  0.06
H  5.1272  2.7515  7.4657  0.06
H  6.0409  2.7480  6.0834  0.07
C  2.8002  6.6459  -0.5412  -0.07
C  2.6066  5.7217  0.5928  -0.43
C  2.2318  4.3047  0.0647  -0.19
O  0.8891  4.2927  -0.3611  -0.21
C  0.6352  3.2321  -1.1963  -0.12
N  3.8015  5.7420  1.4552  0.07
H  3.5458  6.2385  -1.1799  0.07
H  3.1380  7.5966  -0.1267  0.09
H  1.8868  6.7328  -1.1342  0.08
H  1.7499  6.1021  1.1900  0.15
H  2.3694  3.4900  0.8266  0.12
H  2.8325  4.0140  -0.8220  0.10
H  0.8786  2.2376  -0.7551  0.09
H  1.2279  3.3880  -2.0882  0.10
H  -0.4369  3.1268  -1.3793  0.08
H  4.5434  5.2103  1.0414  0.07
H  3.4756  5.1981  2.2117  0.03
C  1.2066  -4.9218  -2.2380  -0.07
C  1.4307  -4.5685  -3.6704  -0.45
C  2.9104  -4.7527  -4.0572  -0.18
O  3.6917  -3.7111  -3.5501  -0.22
C  3.4688  -2.4385  -4.0586  -0.12
N  0.5869  -5.3773  -4.5929  0.04
H  1.9395  -4.2928  -1.7411  0.06
H  1.4253  -5.9430  -2.0722  0.08
H  0.1774  -4.7098  -1.8940  0.08
H  1.1694  -3.4307  -3.6211  0.13
H  2.9156  -4.7276  -5.1708  0.13
H  3.2696  -5.6883  -3.7062  0.12
H  4.2840  -2.0966  -4.7068  0.10
H  3.2912  -1.6889  -3.2245  0.10
H  2.5898  -2.4697  -4.6964  0.08
H  -0.4055  -5.3173  -4.2692  0.08
H  0.5781  -4.9969  -5.5437  0.07
C  -1.6903  -0.4689  -1.5377  -0.04
C  -0.6624  -1.6213  -1.5192  -0.41
C  0.7793  -1.1409  -1.4926  -0.21
O  1.0333  -0.2875  -0.4075  -0.21
C  1.4502  -0.9693  0.7515  -0.10
N  -0.9299  -2.4810  -0.3797  0.07
H  -1.5609  0.3509  -0.7391  0.11
H  -2.7120  -0.8556  -1.3478  0.06
H  -1.7204  0.0743  -2.4602  0.03
H  -0.7722  -2.1833  -2.4519  0.12
H  0.8750  -0.5273  -2.3943  0.13
H  1.4727  -1.9941  -1.5187  0.11
H  1.9129  -1.9467  0.5165  0.09
H  0.6133  -1.2220  1.4190  0.06
H  2.1702  -0.2921  1.2568  0.09
H  -0.1382  -3.0112  -0.1392  0.03
H  -1.1474  -1.8406  0.4045  0.06
C  3.9270  -2.8937  4.3373  -0.68
O  3.2236  -3.3845  5.1974  0.01
N  3.7989  -1.6343  3.8115  0.17
N  5.1364  -3.4525  3.9432  0.16
H  2.8812  -1.2839  4.1439  0.06
H  4.0812  -1.5925  2.8412  0.07
H  5.7204  -2.9321  3.2957  0.10
H  5.3327  -4.2784  4.4619  0.09
C  -4.2999  -3.6170  -1.7575  -0.67
O  -5.2755  -3.6196  -2.5772  -0.05
N  -4.3678  -2.9114  -0.6112  0.16
N  -3.0820  -4.1544  -1.9807  0.15
H  -5.1617  -2.2375  -0.4708  0.09
H  -3.7121  -3.1247  0.1533  0.09
H  -2.4048  -3.4820  -1.6682  0.03
H  -3.0718  -4.5768  -2.9134  0.11
C  0.7885  -4.6724  2.0452  -0.70
O  1.7546  -4.8379  1.3526  0.04
N  0.8512  -3.7995  3.1275  0.16
N  -0.4265  -5.2258  1.9207  0.19
H  0.1833  -4.1179  3.7885  0.09
H  1.8021  -3.7134  3.4752  0.07
H  -0.3980  -5.5990  0.9907  0.10
H  -1.1760  -4.6046  2.2090  0.07
C  4.6074  1.4625  -1.2073  -0.66
O  4.3242  2.5319  -1.7176  0.03
N  3.6792  0.5152  -0.8790  0.19
N  5.8799  0.9356  -1.0599  0.14
H  2.7848  0.9428  -0.9855  0.07
H  3.8764  -0.3207  -0.4005  0.05
H  5.9786  0.1955  -0.3380  0.08
H  6.6432  1.6002  -1.0450  0.10
C  -0.8633  2.0888  2.8596  -0.65
O  -1.6752  1.2139  3.2002  -0.04
N  0.4483  1.9835  3.1664  0.21
N  -1.2113  3.1978  2.2225  0.19
H  1.0915  2.6044  2.7596  0.06
H  0.8323  1.0978  3.4539  0.06
H  -0.6446  4.0164  2.1775  0.10
H  -2.2019  3.3815  1.9520  0.14
C  -2.5992  -2.2297  2.6584  -0.72
O  -2.7683  -3.3490  2.9782  0.07
N  -1.3952  -1.6620  2.5018  0.16
N  -3.6609  -1.4107  2.3413  0.17
H  -0.6007  -2.1737  2.7971  0.04
H  -1.3586  -0.7168  2.8288  0.05
H  -3.5020  -0.4767  2.0081  0.08
H  -4.5492  -1.8771  2.1335  0.09
C  5.2455  -2.6419  -0.2838  -0.69
O  5.5452  -1.8388  0.5838  -0.01
N  4.4861  -3.7405  -0.0090  0.18
N  5.6680  -2.5084  -1.5640  0.19
H  4.3901  -4.4394  -0.7253  0.09
H  3.9164  -3.9525  0.8273  0.09
H  6.1668  -1.6819  -1.8036  0.09
H  5.0818  -2.9536  -2.2436  0.06
C  0.4849  -0.8730  5.4148  -0.63
O  1.2653  -0.5741  4.5394  -0.01
N  0.7777  -1.8435  6.3612  0.16
N  -0.7833  -0.3340  5.5771  0.18
H  1.6434  -2.3886  6.2503  0.08
H  -0.0390  -2.2613  6.7813  0.09
H  -1.3781  -0.6634  6.2694  0.07
H  -1.1177  0.3098  4.8262  0.08

| no. | maximum force (Eh/bohr) | E (hartree) |
| --- | --- | --- |
| 1 | 0.28955 | -1574.828038 |
| 2 | 0.01432 | -1112.223405 |
| 3 | 0.04911 | -2923.440754 |
| 4 | 0.09072 | -3825.235896 |